Record 1
The following is a quantum chemistry calculation of a molecular structure, C26H41AlClN2O3, from the OMol25 dataset.

Geometry (Å):
Cl: -2.241744 4.418042 -1.149319
Al: 0.895155 -0.350549 -1.144447
O: -1.644422 -0.333306 2.894101
O: 4.951729 -0.043909 1.074164
O: -5.119434 1.426823 3.854380
N: -5.582966 0.176848 2.065645
N: -0.530325 1.006576 4.303966
C: -6.364264 -0.309851 0.948516
C: -5.915010 1.122337 2.982656
C: -1.059280 1.916389 -1.560340
C: 3.066594 0.130334 -3.160193
C: 5.228981 -0.998652 -3.218287
C: 0.354734 -4.983824 -2.535750
C: 4.242313 -0.314912 -2.526040
C: 2.812973 -1.251733 0.960160
C: 1.594265 -0.315973 0.744786
C: -1.470648 0.786136 3.343143
C: -0.181065 2.257734 4.937087
C: -2.264089 1.971771 2.859686
C: 0.742156 -2.270683 -1.766763
C: 1.999949 0.829414 -2.393365
C: -0.998726 0.434900 -1.146875
C: 3.934463 -0.696878 1.836311
C: 2.946161 -0.142889 -4.526366
C: 1.777921 -3.049937 -2.314896
C: -0.693786 -4.250476 -1.991727
C: -0.492607 -2.925682 -1.622089
C: 5.081124 -1.274062 -4.574122
C: -7.275269 1.772309 2.863606
C: 4.792337 1.349713 0.948996
C: -2.284132 2.593228 -0.992062
C: 1.595155 -4.372165 -2.694639
C: 3.928332 -0.839833 -5.221790
H: 1.333861 1.354695 -3.084957
H: 5.842625 -1.818004 -5.118914
H: -1.613982 2.733538 2.423191
H: 0.208386 -6.015962 -2.835882
H: 6.119834 -1.332380 -2.699045
H: 1.819849 0.703161 1.080577
H: -3.193460 2.307047 -1.517316
H: -2.385548 2.409978 0.070908
H: 2.472527 1.596036 -1.766919
H: -8.071466 1.032546 2.954843
H: 2.457394 -2.193294 1.382854
H: -7.369339 2.498455 3.664863
H: -1.567802 -0.151176 -1.880521
H: -4.661456 -0.214685 2.206377
H: 3.299822 -1.491717 0.009371
H: -2.860406 2.414347 3.654770
H: -7.383157 2.281073 1.905130
H: 4.376288 -0.123828 -1.465361
H: 4.449631 -1.499385 2.372033
H: -6.545141 -1.382406 1.038508
H: 3.784849 -1.034576 -6.279397
H: -5.846274 -0.129137 0.005345
H: 2.759799 -2.613910 -2.464444
H: -0.020379 0.177507 4.563764
H: 5.387480 1.673607 0.094486
H: -2.937476 1.607410 2.091491
H: 2.052702 0.184901 -5.048202
H: 5.138040 1.876564 1.847869
H: 0.769110 -0.661308 1.378235
H: -0.330901 2.207289 6.018199
H: -1.083167 2.002723 -2.649284
H: -1.668691 -4.705500 -1.852274
H: 3.750486 1.623838 0.765277
H: -1.333010 -2.382413 -1.196857
H: 2.422518 -4.932736 -3.118784
H: -0.803466 3.056018 4.546321
H: -7.323801 0.196591 0.913818
H: -0.174837 2.468758 -1.225554
H: -1.483465 0.283893 -0.175433
H: 3.522274 0.009810 2.566372
H: 0.863179 2.515394 4.746407

Atoms 1-6, force components in eV/Å:
0.033 -0.112 -0.018
-0.457 0.161 0.154
-0.177 -0.091 0.030
0.090 0.022 -0.002
-0.198 0.176 0.304
-0.038 -0.041 -0.004

Its spin multiplicity is 1. The total energy is -2053.2580 a.u. The molar mass is 492.1 u. As for the net charge: -1.

***

Record 2
The following is a quantum chemistry calculation of a molecular structure, C26H41BrN2O9Si4TeTl, from the OMol25 dataset.

Geometry (Å):
Tl: -1.489405 -1.678148 -2.484426
Te: -0.558887 1.434499 0.197602
Br: 3.752338 -3.737841 -0.565524
Si: 1.783683 4.148953 -1.694945
Si: 0.058043 4.891306 1.599877
Si: 1.187659 3.240320 0.379380
Si: 3.039680 2.513895 1.618631
O: -3.240414 -3.038546 -1.745721
O: -2.269750 -8.935877 -4.012622
O: -4.253467 -9.029222 0.354126
O: -0.975127 -3.729745 0.560037
O: -3.685989 -7.563045 1.821957
O: -0.194453 -3.590297 -1.539189
O: -0.977088 -7.313080 -4.576647
O: -2.059073 -1.378662 0.043977
O: -4.866444 -3.542095 -0.296425
N: -3.653029 -8.029890 0.703491
N: -1.693411 -7.888960 -3.784144
C: -0.010797 4.425331 3.419758
C: 3.302535 5.243528 -1.471524
C: 1.521929 -0.317295 -1.224414
C: 2.566614 -2.274456 -0.345704
C: 4.190153 1.449289 0.586887
C: 0.982009 -1.083366 0.984063
C: -3.636250 -2.065299 1.731229
C: 3.981189 4.046697 2.188979
C: -1.873442 -7.282459 -2.452462
C: -3.893561 -2.885375 -0.655077
C: -1.409871 -5.519739 -0.912857
C: 2.178952 2.845317 -2.988091
C: -0.793994 -4.166367 -0.594381
C: -2.677107 -7.939327 -1.540857
C: 0.815090 -0.156524 -0.036017
C: -3.436587 -1.714202 0.266278
C: 0.916067 6.561554 1.437819
C: -4.239226 -0.479823 -0.120523
C: 2.406214 -1.373101 -1.383450
C: -1.241815 -6.084949 -2.167475
C: -2.205156 -6.152628 0.030952
C: -1.704749 5.050972 0.965498
C: -2.816630 -7.347440 -0.301435
C: 0.365738 5.197994 -2.349990
C: 1.858644 -2.148694 0.833743
C: 2.494944 1.546802 3.129967
H: -5.303940 -0.682580 -0.005346
H: -2.242388 5.824545 1.521022
H: 2.549180 3.325985 -3.898079
H: -4.046148 -0.207640 -1.160973
H: 4.171681 4.652459 -1.173602
H: 1.815446 2.124409 3.757349
H: 4.502360 1.960050 -0.327300
H: 0.983602 4.413600 3.870374
H: -3.959403 0.363463 0.515567
H: -3.170375 -8.866019 -1.783808
H: 4.885118 3.754381 2.730897
H: -1.730437 5.313731 -0.093782
H: 0.602850 5.587217 -3.343951
H: 1.377047 0.377726 -2.039984
H: -0.546882 4.602743 -2.430573
H: 3.137892 6.005446 -0.706444
H: -0.450547 3.433615 3.546514
H: 3.373426 4.658426 2.859693
H: -3.003226 -2.911016 2.004108
H: 2.946274 -1.504721 -2.310977
H: 1.982417 0.629763 2.832822
H: -3.368432 -1.207279 2.353015
H: 0.402942 7.312388 2.045260
H: 0.156135 6.047862 -1.697304
H: -1.522563 -2.158473 0.335846
H: 4.282152 4.672618 1.346706
H: -2.251018 4.112709 1.089514
H: -0.634670 -5.580952 -2.903663
H: 0.915829 6.912019 0.403654
H: 3.704195 0.514288 0.300131
H: 1.954461 6.510526 1.772461
H: -2.350286 -5.697503 0.999046
H: 5.089694 1.203600 1.158625
H: 2.938905 2.141873 -2.641831
H: -0.623373 5.141776 3.974181
H: 3.364760 1.269722 3.732365
H: 1.283989 2.277865 -3.251790
H: -4.673246 -2.342870 1.906839
H: 1.958004 -2.887731 1.615602
H: 0.402541 -1.000269 1.894782
H: 3.550296 5.752262 -2.407316

Atoms 1-6, force components in eV/Å:
0.022 0.003 -0.032
-0.006 -0.005 -0.002
-0.009 0.007 0.001
0.005 -0.004 -0.014
-0.002 0.003 0.007
0.012 0.018 0.014

Its spin multiplicity is 1. The total energy is -5974.6235 a.u. The molar mass is 1049.9 u. As for the net charge: -1.

***

Record 3
The following is a quantum chemistry calculation of a molecular structure, C26H41CdF3O24 in a non-equilibrium geometry, from the OMol25 dataset.

Geometry (Å):
Cd: -18.578460 0.809705 4.840220
F: -22.241287 3.579868 2.957235
F: -20.855162 4.246936 11.818754
F: -22.609380 -0.939374 9.765593
O: -19.505208 5.065339 3.955265
O: -17.817219 3.292907 8.747593
O: -20.570140 0.153663 5.052752
O: -17.215821 -3.215095 5.853566
O: -18.537299 3.019799 3.756840
O: -14.781276 1.795826 3.015057
O: -21.269925 3.511044 9.777570
O: -24.392871 2.091179 4.929684
O: -22.721005 4.554039 8.365146
O: -18.900426 -0.080422 2.761321
O: -20.564639 -2.225786 7.726729
O: -26.035233 2.134736 3.397287
O: -18.746814 -2.075028 9.149180
O: -20.807581 0.926273 2.147655
O: -14.975899 3.135211 4.590924
O: -16.281034 1.336385 4.651732
O: -18.065144 -1.169019 5.899060
O: -19.037770 4.311248 2.013790
O: -18.739555 2.089025 7.084179
O: -20.607782 -1.282471 2.006271
O: -24.414482 3.731101 3.356128
O: -21.029216 5.717943 9.198901
O: -16.000926 -1.690069 6.555735
O: -20.463503 -0.645299 9.300087
C: -20.257729 4.000176 10.585559
C: -20.030691 -0.124988 2.335917
C: -17.159628 -1.951431 6.101175
C: -19.003018 4.034182 3.288357
C: -19.889644 5.384297 10.009227
C: -18.471133 3.306608 1.107253
C: -18.569368 -5.240803 5.601963
C: -19.452683 4.958226 5.429763
C: -21.815885 4.576691 9.111565
C: -15.028838 0.816695 2.060003
C: -15.690891 3.590368 5.705637
C: -25.071703 2.537935 3.837999
C: -22.109267 0.418648 0.021551
C: -14.294180 1.285457 0.783370
C: -19.792297 -1.719213 8.755011
C: -23.179346 3.884027 3.968825
C: -17.047474 3.686327 0.716579
C: -22.127967 0.763058 1.504472
C: -21.708624 -0.488838 8.712601
C: -15.461870 2.062774 4.094333
C: -21.712454 -1.412057 7.483397
C: -23.205649 2.840707 5.090408
C: -15.758243 -0.490255 7.268914
C: -19.689952 -2.367433 1.595853
C: -18.184486 2.401012 8.056117
C: -18.179922 -3.831100 5.035546
H: -21.544003 -0.554032 -0.107831
H: -17.771581 -3.965565 3.998248
H: -14.678218 0.836619 -0.117027
H: -19.474970 3.275174 10.728666
H: -22.726604 0.028948 2.062448
H: -22.299559 2.226304 4.964628
H: -14.627230 -0.159039 2.422742
H: -23.271107 3.229859 6.130764
H: -22.557600 1.801150 1.619010
H: -18.455993 4.647856 5.623325
H: -16.275326 0.329489 6.801410
H: -16.709305 3.407669 5.740808
H: -21.589205 -0.831422 6.621245
H: -22.552133 -2.061390 7.640488
H: -20.140613 4.259371 5.917548
H: -16.130925 0.819599 1.885906
H: -19.130441 3.279783 0.246791
H: -14.273370 2.411692 0.768996
H: -14.677629 -0.330936 7.233373
H: -16.494432 2.947056 0.118724
H: -18.814320 -2.036439 1.024612
H: -19.802796 6.074040 10.873000
H: -18.612826 -5.211005 6.692519
H: -21.819902 1.258787 -0.628938
H: -16.515455 3.727217 1.656678
H: -18.500581 2.321837 1.643597
H: -17.014577 4.691690 0.287013
H: -18.984215 5.448150 9.391531
H: -16.127544 -0.557464 8.341995
H: -19.574492 6.026227 5.766417
H: -22.973190 4.910904 4.122240
H: -13.237193 1.043241 0.934267
H: -19.040640 -3.158444 4.965225
H: -19.320986 -2.919039 2.490484
H: -15.243975 3.309710 6.657931
H: -22.016896 0.553653 8.632403
H: -15.637331 4.630347 5.685917
H: -20.314274 -3.004120 1.020929
H: -17.762248 -5.975022 5.367442
H: -23.109703 0.072414 -0.232955
H: -19.563735 -5.566427 5.158031

Atoms 1-6, force components in eV/Å:
-2.551 -0.527 0.143
0.195 -0.308 0.718
0.432 -0.204 -0.010
0.412 0.019 -1.343
-0.597 -0.416 1.312
0.696 -2.555 0.889

Its spin multiplicity is 1. The total energy is -3288.3233 a.u. The molar mass is 907.0 u. As for the net charge: 0.